The following is a quantum chemistry calculation of the molecule C6H9N2P, from OMol25.

The geometry in XYZ format:
```
18
Properties=species:S:1:pos:R:3:forces:R:3
H -1.537974 -1.560228 1.332125 0.5 0.7 -0.6
C 0.136115 -0.181208 0.931533 2.4 -0.2 -2.9
C -0.932155 -1.109952 0.489190 0.1 -3.3 1.0
H 2.271153 -1.772945 -1.236796 2.9 -0.7 -2.4
C -0.959732 1.593009 -0.127844 -0.6 -1.7 1.3
H -1.124511 2.599674 -0.446577 0.9 1.0 0.3
P 2.290682 1.273533 -0.117907 -0.9 0.0 1.8
H -2.754340 1.208406 -1.318123 0.1 -0.3 -0.4
H 2.604357 0.952776 1.299366 0.1 0.8 -1.1
H 0.730408 -0.244143 1.808443 -0.5 -0.8 1.5
N 1.518708 -1.492369 -0.733842 -1.7 0.3 2.2
H -2.299926 -1.266401 -1.217812 -0.9 -0.5 0.3
C 1.580110 -0.416412 -0.115055 -4.0 0.5 0.7
H 3.387001 0.755933 -0.635149 2.9 -0.8 -0.8
C -1.873071 -0.581489 -0.514136 0.3 0.2 -0.7
C -2.001617 0.719666 -0.714124 0.8 0.7 0.5
H -0.433925 -2.058092 0.068423 -0.4 1.3 0.4
N -0.017639 1.168564 0.654467 -2.0 2.9 -1.0
```
Positions in Å, forces in eV/Å.

As for the highest occupied orbital energy: -0.296 Eh. The orbital gap comes out at 8.48 eV. For the relative energy (zero: lowest compared OMol25 entry of this formula, charge and spin), the calculation gives 329.1 kJ/mol. Its charge is 0. The value obtained for the LUMO energy is 0.016 hartree.

Results of the Mulliken charge analysis, in e, for atoms 1 through 5: 0.332 -0.366 -0.683 0.229 -0.145